# 1
128
Properties=species:S:1:pos:R:3 method="wB97M-V/def2-TZVPD" energy_ha=-3997.315263 multiplicity=5 s2=6.01 total_charge=+2 max_force_ev_per_a=3.64
Fe 11.579 -3.465 -7.735
C 8.423 -8.194 -5.687
O 9.064 -7.732 -6.850
H 8.654 -7.560 -4.831
H 7.357 -8.416 -5.725
H 8.899 -9.135 -5.412
H 10.016 -7.745 -6.726
C 15.394 3.113 -8.009
C 14.525 2.796 -9.150
C 15.119 2.724 -10.585
O 14.902 1.380 -11.022
C 14.323 0.677 -10.041
O 13.996 -0.519 -10.105
O 14.060 1.486 -8.989
H 16.262 2.475 -7.841
H 14.903 2.952 -7.049
H 15.737 4.145 -8.084
H 13.718 3.528 -9.179
H 16.200 2.782 -10.464
H 14.656 3.479 -11.221
C 8.486 -4.282 -7.068
O 9.695 -4.004 -7.217
N 7.520 -3.929 -7.883
C 7.643 -3.000 -9.001
C 6.147 -4.626 -7.794
H 8.182 -4.999 -6.290
H 7.574 -3.499 -9.968
H 8.605 -2.493 -8.920
H 6.910 -2.215 -8.816
H 5.350 -3.888 -7.870
H 6.094 -5.305 -8.645
H 5.975 -5.268 -6.930
C 16.789 1.079 -4.403
O 17.898 0.588 -4.449
N 15.714 0.631 -5.056
C 14.440 1.290 -4.862
C 15.708 -0.443 -5.970
H 16.547 2.023 -3.892
H 13.848 1.316 -5.777
H 14.602 2.301 -4.489
H 13.829 0.725 -4.157
H 16.677 -0.933 -6.066
H 15.046 -1.192 -5.535
H 15.402 0.036 -6.900
C 14.817 -3.160 -8.236
O 13.589 -3.146 -8.200
N 15.608 -4.124 -7.757
C 15.073 -5.332 -7.119
C 17.111 -4.078 -7.946
H 15.428 -2.318 -8.597
H 14.022 -5.118 -6.924
H 15.710 -5.573 -6.268
H 15.025 -6.193 -7.786
H 17.420 -4.852 -8.648
H 17.467 -3.100 -8.271
H 17.632 -4.190 -6.995
C 11.483 -0.364 -7.162
O 11.555 -1.603 -7.029
N 10.840 0.434 -6.312
C 10.718 1.814 -6.679
C 9.961 0.020 -5.190
H 11.989 0.165 -7.985
H 10.794 2.495 -5.832
H 9.691 1.960 -7.015
H 11.410 2.197 -7.429
H 10.313 0.461 -4.258
H 8.943 0.401 -5.270
H 9.901 -1.067 -5.139
C 11.625 -6.245 -9.340
O 11.802 -5.216 -8.633
N 12.092 -6.345 -10.620
C 12.093 -7.601 -11.392
C 12.654 -5.236 -11.395
H 11.131 -7.173 -9.013
H 11.556 -8.472 -11.017
H 13.119 -7.928 -11.560
H 11.609 -7.509 -12.364
H 12.688 -4.255 -10.921
H 13.664 -5.498 -11.710
H 12.124 -4.966 -12.309
C 12.561 -8.714 -6.211
O 11.577 -7.966 -6.455
N 12.888 -9.757 -6.974
C 13.981 -10.617 -6.651
C 12.435 -9.817 -8.402
H 13.096 -8.588 -5.256
H 13.901 -11.607 -7.100
H 14.101 -10.679 -5.569
H 14.900 -10.291 -7.138
H 13.049 -10.593 -8.858
H 11.372 -10.028 -8.521
H 12.700 -8.910 -8.944
C 12.046 -3.894 -4.478
O 12.063 -3.930 -5.732
N 11.342 -4.779 -3.752
C 11.256 -4.574 -2.296
C 10.508 -5.857 -4.247
H 12.595 -3.171 -3.855
H 10.246 -4.307 -1.985
H 11.918 -3.783 -1.944
H 11.621 -5.459 -1.776
H 10.573 -5.923 -5.333
H 10.634 -6.879 -3.889
H 9.459 -5.589 -4.122
C 7.787 0.583 -8.958
O 8.820 -0.037 -9.008
N 7.069 0.929 -10.076
C 5.875 1.758 -9.973
C 7.480 0.570 -11.400
H 7.308 0.972 -8.047
H 5.635 2.340 -10.863
H 5.764 2.460 -9.147
H 5.062 1.058 -9.779
H 8.339 -0.087 -11.264
H 6.659 -0.034 -11.788
H 7.549 1.451 -12.037
C 10.821 -2.014 -10.673
O 11.010 -2.575 -9.585
N 10.127 -2.648 -11.657
C 9.530 -3.981 -11.493
C 10.062 -2.142 -13.004
H 11.178 -1.007 -10.939
H 9.460 -4.308 -10.456
H 10.103 -4.710 -12.065
H 8.477 -3.994 -11.773
H 10.359 -2.887 -13.743
H 9.025 -1.931 -13.266
H 10.616 -1.205 -12.946

=====

# 2
9
Properties=species:S:1:pos:R:3 method="wB97M-V/def2-TZVPD" energy_ha=-1518.169177 multiplicity=3 s2=2.01 total_charge=+1 max_force_ev_per_a=4.71
F 2.282 -0.514 -0.179
C 0.730 0.392 -0.347
C -0.479 -0.260 -0.015
O -0.789 -0.356 1.308
H 1.072 1.241 0.266
H -0.620 -1.194 -0.597
Yb -1.992 -1.130 3.099
Li -1.052 1.143 -1.789
F 0.848 0.678 -1.745